No. 1
Computed, not measured: a cluster of 2 separate species, C3H10OS2 in total in a non-equilibrium geometry, with ωB97M-V with the def2-TZVPD basis set.

Orbital gap (spin up / spin down) = 10.85 / 6.08 eV
ΔE to the lowest compared entry with this formula, charge and spin = 2.4015 eV
DFT total energy = -26980.5955 eV
Net charge = +1
LUMO (spin up / spin down) = -0.14793 / -0.32198 hartree
M = 126.2 u
Spin multiplicity = 2

The geometry in XYZ format:
```
16
Properties=species:S:1:pos:R:3:lowdin_charge:R:1
C -0.96603 0.57536 -0.21110 -0.324
C -1.18214 -0.68784 0.60731 -0.107
C -0.16122 0.31723 -1.50903 -0.400
S 1.67061 0.61460 -1.11739 0.660
S 1.89828 2.47094 -0.74130 0.577
H -0.48124 1.21886 0.56606 0.088
H -2.07157 0.78110 -0.63637 0.169
H -0.30365 -0.54020 1.41726 0.113
H -2.07885 -0.53562 1.19501 0.096
H -1.02251 -1.56405 0.09176 0.056
H -0.61911 0.78575 -2.37687 0.097
H -0.17796 -0.76730 -1.84890 0.114
H 1.25751 2.63029 0.46252 -0.081
H 0.74952 -1.54994 0.92415 -0.022
H 1.94016 -1.68126 1.95675 0.007
O 1.54820 -2.06792 1.22012 -0.044
```

---

No. 2
Computed, not measured: the ion C11H6F3N4O8S with charge -1 in a non-equilibrium geometry, with ωB97M-V with the def2-TZVPD basis set.

Orbital gap = 7.54 eV
DFT total energy = -52826.8714 eV
SMILES = O=C1CCC(=O)N1[C@H]1C(S(=O)(=O)C(F)(F)F)=CC(=[N+]([O-])[O-])c2no[n+]([O-])c21
Net charge = -1
LUMO = 0.09214 hartree
M = 411.2 u

The geometry in XYZ format:
```
33
Properties=species:S:1:pos:R:3:lowdin_charge:R:1
C 0.18868 -3.55462 -0.32113 -0.096
C -1.29955 -3.64801 -0.39952 -0.091
C -1.79625 -2.22882 -0.49459 -0.406
O -2.94675 -1.87402 -0.66852 0.090
N -0.66431 -1.40878 -0.37080 0.136
C 0.50017 -2.09782 -0.28382 -0.424
O 1.63121 -1.59466 -0.18571 0.086
H 0.57810 -4.04283 0.57695 0.130
H 0.66364 -4.00676 -1.19845 0.131
H -1.61897 -4.22450 -1.27632 0.129
H -1.70544 -4.12973 0.49898 0.131
O 0.15377 0.39812 3.33612 -0.292
S -0.83278 0.80713 2.37012 0.754
O -2.06265 0.06312 2.18602 -0.294
C -1.31848 2.58978 2.79502 -0.604
F -1.94827 2.63558 3.99939 0.106
F -0.23389 3.38807 2.86361 0.122
F -2.16048 3.10500 1.87213 0.118
C 0.00802 0.83879 0.81715 -0.262
C -0.66906 0.26599 -0.44239 -0.047
C -0.11261 1.02221 -1.59612 -0.066
N -0.63051 1.13821 -2.86732 -0.177
O -1.71031 0.98953 -3.39298 0.049
O 0.46916 1.63513 -3.67417 -0.013
N 1.61671 1.85931 -2.88994 0.132
C 1.19119 1.55147 -1.60767 -0.174
C 1.96863 1.64975 -0.43116 -0.114
N 3.39085 1.93029 -0.43453 -0.336
O 3.95865 2.22655 -1.50761 0.018
O 4.01333 1.83146 0.65248 -0.007
C 1.30860 1.29461 0.79406 0.004
H -1.78406 0.21143 -0.45179 0.142
H 1.85365 1.37900 1.73250 0.126
```

---

No. 3
Computed, not measured: a cluster of 2 separate species, C3H3NOS in total in a non-equilibrium geometry, with ωB97M-V with the def2-TZVPD basis set.

Orbital gap (spin up / spin down) = 6.84 / 6.81 eV
ΔE to the lowest compared entry with this formula, charge and spin = 3.7408 eV
DFT total energy = -17528.1996 eV
LUMO (spin up / spin down) = -0.12504 / -0.12463 hartree
M = 101.1 u

The geometry in XYZ format:
```
9
Properties=species:S:1:pos:R:3:lowdin_charge:R:1
C -1.55653 0.01438 0.27915 -0.287
C 0.46302 -1.17804 -0.32165 -0.284
C -0.24148 -0.20243 0.54427 -0.145
N -2.66656 0.24297 0.02903 0.210
O 1.47229 -1.78445 -0.05232 0.088
S 1.00996 2.17202 0.07891 0.570
H -0.10798 -1.12276 -1.24316 0.121
H -0.08655 -0.18694 1.58793 0.099
H 1.71381 2.04524 -0.90216 -0.371
```

---

No. 4
Computed, not measured: a cluster of 2 separate species, C4H9N2S in total in a non-equilibrium geometry, with ωB97M-V with the def2-TZVPD basis set.

Orbital gap = 8.78 eV
ΔE to the lowest compared entry with this formula, charge and spin = 4.4504 eV
DFT total energy = -18099.0764 eV
Net charge = +1
LUMO = -0.16043 hartree
M = 117.2 u

The geometry in XYZ format:
```
16
Properties=species:S:1:pos:R:3:lowdin_charge:R:1
C -2.30620 0.77346 0.10777 0.029
C 2.89511 -1.06039 -0.46078 0.097
C -1.38945 0.26749 -0.68996 -0.282
C 1.37468 0.43833 0.56027 -0.470
N 2.44350 -0.24673 0.33540 -0.004
N -0.45924 -0.65428 -0.14513 0.049
S 1.11261 2.08210 -0.13163 0.851
H -2.99269 1.58295 -0.33872 0.117
H -2.31695 0.41783 1.06448 0.035
H 2.38483 -1.52627 -1.18292 0.064
H 4.02299 -1.19268 -0.33729 0.146
H -1.40077 0.64499 -1.63288 0.081
H 1.10496 0.25509 1.53339 0.081
H -0.25965 -1.32131 -0.87159 0.111
H -0.64121 -1.08353 0.74486 0.118
H 0.22784 2.59721 0.89173 -0.022
```

---

No. 5
Computed, not measured: a structure of composition C6H8KLiO6 in a non-equilibrium geometry, with ωB97M-V with the def2-TZVPD basis set.

Orbital gap = 5.09 eV
ΔE to the lowest compared entry with this formula, charge and spin = 4.9714 eV
DFT total energy = -35162.5823 eV
LUMO = -0.02290 hartree
M = 222.2 u

The geometry in XYZ format:
```
22
Properties=species:S:1:pos:R:3:lowdin_charge:R:1
O 0.11899 -1.80216 -0.27639 -0.652
O -1.77676 0.67298 -0.87558 -0.414
C -0.99088 -2.56412 0.05639 -0.372
C -2.31074 -1.88016 -0.27524 -0.238
O -2.60988 -0.77521 0.58568 -0.157
C -2.41472 0.53772 0.19054 -0.309
H -0.93729 -2.80411 1.13731 0.114
H -1.04090 -3.53361 -0.48277 0.105
H -3.13043 -2.59986 -0.13917 0.125
H -2.31070 -1.56880 -1.33218 0.092
O 1.31596 0.86687 -0.49639 -0.109
C 1.19437 2.29925 -0.54171 -0.073
C 1.57423 2.71134 0.88122 -0.058
O 2.10547 1.50442 1.45484 0.103
C 1.90682 0.47907 0.65024 -0.541
H 1.86625 2.63526 -1.33825 0.141
H 0.17375 2.57413 -0.82363 0.135
H 0.70120 3.00407 1.47544 0.145
H 2.34640 3.48435 0.91882 0.138
O 2.60031 -0.52012 0.66550 0.059
Li 1.88708 -2.32294 0.06707 0.785
K -0.26853 -0.39838 -1.50175 0.982
```

---

Q: The lowest M belongs to which entry?
A: C3H3NOS

---

Q: Which of these has the highest M?
A: C11H6F3N4O8S